[1]
{"formula": "C8H13P", "method": "ωB97M-V/def2-TZVPD", "largest_force_ha_per_bohr": 0.0871, "homo_lumo_gap_ev": [8.11, 8.13], "energy_ha": -653.7571, "e_above_lowest_kj_mol": 375.6, "homo_energy_ev": [-7.8664, -7.8758], "charge": 0, "species": ["H", "C", "H", "C", "H", "C", "P", "C", "H", "H", "H", "C", "C", "H", "H", "C", "C", "H", "H", "H", "H", "H"], "xyz": [[4.6752, -0.7165, -0.0170], [-1.1256, -0.2182, 0.0699], [-1.3590, 1.7998, -0.4940], [-1.5708, 1.2461, 0.3854], [-1.1076, 1.6681, 1.2629], [-1.4170, -0.8947, -1.1871], [2.2366, -1.2495, 0.1035], [1.2668, 0.2689, -0.1415], [4.0958, 2.0843, -0.1369], [-1.5269, -2.2086, 0.9962], [-1.1724, -0.3128, -1.9579], [-1.0429, -1.1570, 1.1765], [2.0144, 1.3996, 0.0314], [2.3136, -1.5092, -1.2533], [-0.7981, -1.9395, -1.1841], [3.7404, -0.1586, 0.0409], [3.4238, 1.1629, 0.1818], [0.0944, -1.3761, 1.3978], [1.7343, 2.3853, -0.3830], [-1.5106, -0.6926, 2.0363], [-2.6422, 1.2492, 0.4280], [-2.5342, -1.1123, -1.3301]], "forces_ev_per_a": [[0.18, 0.85, 0.03], [2.60, 2.15, 0.43], [0.50, 0.89, -0.63], [0.29, -2.35, -1.12], [0.10, -0.08, 0.17], [-0.91, -4.16, 1.40], [0.65, 1.64, 0.47], [-2.49, 0.07, 0.83], [-0.87, -2.17, 1.41], [0.74, 2.03, 0.11], [1.20, 2.03, -3.39], [1.36, -2.41, 1.65], [-1.56, -0.42, -1.47], [-0.03, -0.29, -0.77], [-1.65, 2.52, -0.34], [-0.02, -0.45, 1.03], [2.17, 0.43, -2.47], [-2.40, 0.30, -0.04], [-0.40, -0.34, 1.02], [0.13, -0.26, 0.57], [-0.89, 0.00, 0.54], [1.29, 0.00, 0.57]], "lowdin_charge": [0.040, -0.393, 0.062, -0.054, 0.080, -0.105, 0.860, -0.288, 0.132, 0.118, 0.020, -0.132, -0.258, -0.059, 0.142, -0.340, -0.229, 0.049, 0.092, 0.070, 0.071, 0.121]}

***

[2]
{"formula": "C8H14", "method": "ωB97M-V/def2-TZVPD", "largest_force_ha_per_bohr": 0.1061, "homo_lumo_gap_ev": 9.17, "energy_ha": -313.1170, "e_above_lowest_kj_mol": 263.6, "smiles": "C=C(C)C(=C)CCC", "homo_energy_ev": -8.3697, "charge": 0, "species": ["C", "H", "H", "C", "C", "H", "H", "H", "C", "H", "H", "H", "C", "C", "H", "H", "C", "C", "H", "H", "H", "H"], "xyz": [[1.8278, -0.6674, 0.5038], [-0.2485, 1.4800, -2.5606], [-1.4216, -0.5843, 2.4829], [-1.7940, -0.1432, 1.5377], [-0.0251, 0.6038, -1.9882], [1.0016, 0.8558, -1.6334], [-2.5713, 0.7425, -2.5281], [-3.2709, 0.4119, -0.7421], [0.3383, -1.1161, 0.4566], [1.8517, 0.3041, 2.3810], [2.4199, -1.4415, 1.0968], [2.2877, -0.6997, -0.4864], [-0.9319, -0.2416, 0.3647], [-1.1885, 0.4004, -1.0192], [3.0368, 0.9855, 1.1562], [0.3239, -1.5473, 1.5276], [2.0087, 0.5928, 1.2896], [-2.4556, 0.5015, -1.4573], [-0.1454, -0.2979, -2.5791], [-2.6984, 0.4309, 1.5436], [1.3749, 1.4458, 0.9339], [0.2799, -2.0163, -0.2799]], "forces_ev_per_a": [[0.23, -0.91, -0.16], [-0.44, 0.31, -0.78], [-0.46, 0.16, -0.81], [3.98, -0.54, -3.70], [-0.33, 0.11, 0.74], [-0.87, -0.98, 0.27], [-0.53, 0.13, 0.76], [-0.06, -0.32, -0.60], [0.03, -2.50, 1.73], [-0.02, 1.01, -1.28], [-0.94, 0.54, -0.94], [-0.06, 0.53, -0.03], [-1.45, 1.02, 2.55], [-0.48, -0.87, 1.88], [-0.33, -0.36, 0.39], [-0.76, 0.15, -1.64], [0.52, 1.13, 0.57], [1.23, 0.54, -0.16], [1.07, 0.03, -0.59], [-0.25, 0.21, -0.08], [0.09, -0.85, 0.63], [-0.17, 1.48, 1.21]], "lowdin_charge": [-0.321, 0.062, 0.052, 0.069, -0.060, 0.082, 0.074, 0.059, -0.200, 0.099, 0.120, 0.086, -0.220, -0.318, 0.072, 0.112, -0.142, 0.035, 0.087, 0.030, 0.081, 0.140]}